1.
This record from the OMol25 dataset describes a molecular structure, C30H22BF5N5O3S2TeV in a non-equilibrium geometry. The level of theory is the ωB97M-V functional and the def2-TZVPD basis.

The geometry in XYZ format:
```
70
Properties=species:S:1:pos:R:3:forces:R:3:nbo_charge:R:1
V -1.067 0.597 -0.794 1.0 0.3 -1.4 1.42
N 6.181 -0.221 6.535 0.0 0.0 0.0 -0.30
C 5.385 -0.110 5.714 0.0 0.0 0.0 0.28
C 4.389 0.030 4.689 0.0 0.0 0.0 -0.18
C 3.474 -0.996 4.466 0.0 0.0 0.0 -0.16
C 2.513 -0.853 3.481 0.0 0.0 0.0 -0.22
C 2.466 0.304 2.708 0.0 0.0 0.0 0.05
C 3.386 1.322 2.934 0.0 0.0 0.0 -0.23
C 4.344 1.192 3.923 0.0 0.0 0.0 -0.15
C 1.427 0.437 1.651 -0.1 0.0 0.0 0.22
C 0.113 0.564 2.093 0.1 0.0 0.0 -0.03
C -0.321 0.661 3.439 0.0 0.0 0.0 -0.19
C -1.694 0.753 3.411 0.0 0.0 0.0 -0.32
C -2.059 0.714 2.056 -0.1 0.0 0.0 0.04
N -0.994 0.619 1.258 -0.4 0.0 0.0 -0.60
C 1.856 0.414 0.330 0.1 -0.1 0.0 -0.02
C 3.199 0.232 -0.091 0.0 0.0 0.0 -0.18
C 3.191 0.237 -1.464 0.0 0.0 0.0 -0.32
C 1.849 0.414 -1.841 0.0 0.0 -0.1 0.04
N 1.033 0.518 -0.793 0.1 0.0 0.3 -0.57
H 3.519 -1.895 5.063 0.0 0.0 0.0 0.23
H 1.794 -1.641 3.298 0.0 0.0 0.0 0.23
H 3.347 2.220 2.332 0.0 0.0 0.0 0.23
H 5.057 1.984 4.107 0.0 0.0 0.0 0.23
H 0.317 0.663 4.306 0.0 0.0 0.0 0.23
H -2.368 0.830 4.247 0.0 0.0 0.0 0.23
H -3.056 0.744 1.648 0.1 0.0 0.1 0.23
H 4.049 0.109 0.559 0.0 0.0 0.0 0.23
H 4.027 0.123 -2.133 0.0 0.0 0.0 0.23
H 1.462 0.469 -2.842 0.1 0.0 0.1 0.22
C -0.200 -1.245 -4.150 0.0 -0.1 0.0 -0.67
C -0.644 0.170 -4.268 -0.2 0.0 -0.1 0.12
N -0.558 1.045 -3.312 -0.5 -0.1 0.2 -0.48
C -1.121 2.248 -3.670 -0.1 0.0 0.0 0.10
C -1.649 2.289 -4.918 0.1 -0.1 0.0 -0.41
S -1.422 0.776 -5.680 0.1 0.0 0.0 0.47
C -1.146 3.286 -2.645 0.0 0.2 -0.1 0.11
C -1.311 4.624 -2.809 0.0 -0.1 0.0 -0.42
S -1.217 5.404 -1.291 0.0 0.0 0.0 0.49
C -0.952 3.898 -0.520 0.0 0.1 0.1 0.10
N -0.949 2.888 -1.343 -0.1 -0.2 0.4 -0.52
C -0.763 3.800 0.955 0.0 0.0 0.0 -0.66
H 0.333 -1.377 -3.212 0.0 0.0 0.0 0.25
H 0.446 -1.532 -4.980 0.0 0.0 0.0 0.23
H -1.066 -1.907 -4.132 0.0 0.0 0.0 0.26
H -2.176 3.095 -5.396 0.0 0.0 0.0 0.25
H -1.440 5.170 -3.727 0.0 0.0 0.0 0.25
H -0.565 4.781 1.385 0.0 0.0 0.0 0.23
H 0.072 3.136 1.182 0.0 0.0 0.0 0.25
H -1.657 3.385 1.425 0.0 0.0 0.0 0.26
O -1.602 -2.532 -1.396 0.0 0.1 0.0 -0.67
B -0.938 -1.567 -0.616 0.0 -0.1 0.0 0.59
O -0.097 -2.233 0.298 0.0 0.1 0.0 -0.69
C -0.255 -3.572 0.069 0.0 -0.1 0.0 0.29
C 0.349 -4.635 0.701 0.0 0.0 0.0 -0.27
C -0.005 -5.910 0.262 0.0 0.0 0.0 -0.22
C -0.925 -6.093 -0.765 0.0 0.0 0.0 -0.22
C -1.531 -5.007 -1.397 0.0 0.0 0.0 -0.24
C -1.170 -3.754 -0.955 0.0 -0.1 0.0 0.22
H 1.062 -4.483 1.500 0.0 0.0 0.0 0.22
H 0.444 -6.775 0.731 0.0 0.0 0.0 0.21
H -1.179 -7.096 -1.077 0.0 0.0 0.0 0.21
H -2.252 -5.136 -2.192 0.0 0.0 0.0 0.22
F -4.142 -0.649 0.122 0.0 0.0 -0.1 -0.60
Te -4.333 0.594 -1.255 -0.6 0.0 0.1 3.47
F -5.932 1.026 -0.420 0.1 0.0 -0.1 -0.60
F -4.778 1.934 -2.465 0.1 0.0 0.0 -0.61
F -3.563 1.878 -0.099 -0.1 0.2 -0.1 -0.62
F -5.273 -0.638 -2.262 0.1 0.1 0.0 -0.60
O -2.710 0.281 -1.969 0.1 0.0 0.4 -1.17
```
Forces are in eV/Å.

The value obtained for the molar mass is 849.0 g mol⁻¹. The spin multiplicity is 3. The gap between HOMO and LUMO (spin up / spin down) is 6.8 / 6.8 eV. The total energy is -113979.579 eV. The value obtained for the lowest unoccupied orbital energy (spin up / spin down) is -0.040 / -0.040 Ha. Its expectation value of S² is 2.024.

***

2.
This record from the OMol25 dataset describes 5 unconnected molecules or ions with the total composition C5H18NO4 in a non-equilibrium geometry. The level of theory is the ωB97M-V functional and the def2-TZVPD basis.

The geometry in XYZ format:
```
28
Properties=species:S:1:pos:R:3:forces:R:3:nbo_charge:R:1
C 2.843 0.952 -0.144 -0.6 -0.9 1.9 -0.61
C 2.092 1.087 1.215 1.3 0.5 0.9 -0.43
C 0.727 0.516 1.409 -0.2 0.7 -1.4 0.16
C -0.226 1.207 2.022 -1.4 -0.1 0.9 -0.43
C 0.246 -1.881 1.382 0.0 -2.8 2.1 -0.27
N 0.554 -0.740 0.760 0.4 2.1 -0.6 -0.63
H 2.121 1.111 -0.920 0.0 -0.1 -0.8 0.20
H 3.610 1.694 -0.129 0.4 0.7 -0.3 0.21
H 3.366 -0.012 -0.165 -0.5 0.1 -0.5 0.21
H 2.636 0.531 1.994 0.6 0.4 -0.2 0.21
H 2.134 2.168 1.483 -0.4 -0.7 0.1 0.20
H -0.205 2.134 2.609 1.1 -0.2 -0.6 0.21
H -1.264 0.907 2.039 0.1 -0.8 -0.1 0.21
H 0.233 -2.843 0.891 0.1 0.5 -0.5 0.18
H 0.290 -2.043 2.466 0.1 1.0 -0.3 0.17
H 0.756 -0.710 -0.237 0.0 -0.4 0.4 0.41
H -3.909 -0.373 -2.172 0.0 -0.1 -0.2 0.49
H -2.990 -1.369 -2.955 -0.4 0.1 -0.1 0.48
O -3.082 -0.861 -2.145 0.4 0.1 0.0 -0.96
H 0.808 0.011 -3.338 -0.2 -0.2 -0.1 0.48
H -0.004 -1.224 -2.783 0.0 0.1 -0.3 0.48
O 0.640 -0.545 -2.573 0.2 0.1 0.5 -0.95
H -2.618 2.251 0.024 -0.1 0.2 0.3 0.46
H -1.151 2.486 -0.064 0.2 0.1 0.3 0.47
O -1.915 2.744 0.467 -0.4 0.0 -0.7 -0.93
H -1.857 -1.755 -0.954 -1.2 -0.9 0.4 0.50
H -2.184 -3.093 0.032 -0.9 0.1 -0.8 0.49
O -1.650 -2.346 -0.215 1.2 0.6 -0.1 -0.99
```
Forces are in eV/Å.

The value obtained for the molar mass is 156.2 g mol⁻¹. The spin multiplicity is 2. The gap between HOMO and LUMO (spin up / spin down) is 4.7 / 8.3 eV. Its relative energy (zero: lowest compared OMol25 entry of this formula, charge and spin) is 119.0 kJ/mol. The total energy is -15153.359 eV. The value obtained for the lowest unoccupied orbital energy (spin up / spin down) is -0.003 / -0.003 Ha. Its expectation value of S² is 0.754.